Record 1
Formula: C6H18O2
Source: OMol25
Level of theory: wB97M-V/def2-TZVPD

The LUMO energy is 0.009 Ha. The SMILES is CCCC(C)C.O.O.

Last columns: bonded neighbours and bond lengths (Å).
Geometry (Å):
1 O -1.051 -0.203 -2.163  H17 1.085, H22 1.023
2 O 1.133 -1.477 -1.847  H23 0.899, H26 0.976
3 C 2.185 0.595 0.228  C7 1.614, H13 1.112, H15 1.132, H19 1.047
4 C -1.623 0.681 0.701  C5 1.519, C8 1.458, H9 1.083, H12 1.059
5 C -2.125 -0.686 0.265  C4 1.519, H10 1.173, H18 1.008, H25 1.029
6 C 1.004 0.044 2.371  C7 1.396, H11 1.150, H20 1.114, H21 1.093
7 C 0.835 0.143 0.988  C3 1.614, C6 1.396, C8 1.637, H14 1.112
8 C -0.286 1.184 0.408  C4 1.458, C7 1.637, H16 1.073, H24 1.122
9 H -1.607 0.515 1.770  C4 1.083
10 H -1.590 -1.004 -0.729  C5 1.173
11 H 0.829 1.121 2.732  C6 1.150
12 H -2.426 1.324 0.448  C4 1.059
13 H 1.989 1.526 -0.347  C3 1.112
14 H 0.475 -0.862 0.676  C7 1.112
15 H 3.015 0.724 0.987  C3 1.132
16 H -0.138 2.194 0.739  C8 1.073
17 H -1.296 0.830 -2.393  O1 1.085
18 H -3.068 -0.634 -0.086  C5 1.008
19 H 2.529 0.065 -0.607  C3 1.047
20 H 0.387 -0.761 2.831  C6 1.114
21 H 2.025 -0.194 2.678  C6 1.093
22 H -1.092 -0.422 -3.161  O1 1.023
23 H 0.547 -1.957 -2.332  O2 0.899
24 H 0.053 1.314 -0.653  C8 1.122
25 H -2.085 -1.366 1.035  C5 1.029
26 H 0.858 -0.739 -1.270  O2 0.976

***

Record 2
Formula: C3H4ClF
Source: OMol25
Level of theory: wB97M-V/def2-TZVPD

The LUMO energy is -0.022 Ha.

Last columns: bonded neighbours and bond lengths (Å).
Geometry (Å):
1 Cl -2.774 -0.316 0.125  C4 1.677
2 F -1.597 -1.065 -1.904  C4 1.336
3 C 1.077 -0.072 1.086  C5 1.363, H6 1.115, H9 1.067
4 C -2.603 -0.264 -1.543  Cl1 1.677, F2 1.336
5 C 1.093 0.697 -0.039  C3 1.363, H7 1.033, H8 1.004
6 H 0.485 -0.949 1.439  C3 1.115
7 H 0.558 0.607 -0.919  C5 1.033
8 H 1.879 1.322 -0.022  C5 1.004
9 H 1.882 0.040 1.777  C3 1.067

***

DFT total energy for the records above, in order: -10605.64013, -18411.53585 eV
Kohn-Sham gap for the records above, in order: 10.1719, 9.5445 eV